Here is a 2-piece molecular cluster, C5H13N3O4P overall in a non-equilibrium geometry from the Open Molecules 2025 dataset. Energies are from the ωB97M-V functional and the def2-TZVPD basis.

```
26
Properties=species:S:1:pos:R:3:mulliken_charge:R:1
C -0.42 1.62 -0.19 -0.58
C -0.45 1.88 1.29 -0.61
C 0.67 -0.32 1.56 -0.85
C 1.30 -0.14 0.22 0.80
C 1.32 0.95 -1.87 -1.18
N 0.68 0.73 -0.61 0.23
N 2.39 -0.70 -0.14 -0.90
N 0.67 1.09 2.06 -0.65
O -1.73 -2.34 -1.96 -0.55
O -3.27 -0.93 -0.44 -0.73
O -2.78 -3.57 0.01 -0.77
O -0.95 -1.94 0.36 -0.41
P -2.41 -2.21 -0.47 0.82
H -1.34 1.19 -0.64 0.31
H -0.37 2.58 -0.72 0.48
H -0.24 3.04 1.44 0.27
H -1.29 1.65 1.85 0.31
H -0.28 -0.75 1.65 0.13
H 1.37 -0.81 2.18 0.59
H 2.25 1.68 -1.92 0.28
H 1.79 0.03 -2.13 0.45
H 0.62 1.24 -2.75 0.33
H 2.90 -1.23 0.63 0.26
H -1.20 -1.47 -2.07 0.33
H 1.57 1.52 1.92 0.39
H -0.81 -2.80 0.75 0.25
```

## Properties
- Frontier orbital gap (spin up / spin down): 0.1466 / 0.2391 hartree
- HOMO (spin up / spin down): -0.02756 / -0.19971 Eh
- Multiplicity: 3
- Charge: -1
- Expectation value of S²: 2.01